Record 1
Entry from OMol25: C30H26ClIN2NdO8P2S4 as an isolated structure (ωB97M-V/def2-TZVPD).

ORCA input file:
```
! RIJCOSX wB97M-V def2-TZVPD def2/J DEFGRID3
* xyz -1 4
Nd 11.19 10.91 11.58
S 13.81 9.37 12.39
C 14.61 10.20 13.65
C 15.97 10.01 13.84
C 16.66 10.56 14.96
C 15.99 11.42 15.79
C 14.62 11.69 15.60
C 13.90 11.04 14.59
S 12.16 11.18 14.56
C 12.02 12.99 14.50
C 10.64 13.41 14.16
C 9.98 14.36 15.01
C 8.80 14.95 14.54
C 8.34 14.61 13.28
C 8.89 13.46 12.64
C 8.13 13.03 11.41
S 8.23 11.24 10.96
C 8.02 11.51 9.23
C 6.88 12.23 8.76
C 6.76 12.54 7.43
C 7.72 12.03 6.54
C 8.82 11.31 6.99
C 9.01 11.04 8.35
S 10.31 10.07 8.87
N 10.06 12.92 13.01
H 16.48 9.36 13.13
H 17.70 10.28 15.17
H 16.58 11.89 16.61
H 14.08 12.30 16.33
H 12.67 13.37 13.71
H 12.30 13.41 15.47
H 10.38 14.50 16.00
H 8.37 15.74 15.15
H 7.51 15.16 12.82
H 8.52 13.64 10.60
H 7.07 13.26 11.51
H 6.12 12.42 9.53
H 5.90 13.09 7.04
H 7.59 12.20 5.46
H 9.57 10.89 6.32
C 7.83 7.36 11.60
C 8.81 7.37 12.74
O 8.63 6.15 13.49
P 8.59 8.80 13.95
O 7.02 8.94 14.15
O 9.14 8.28 15.37
O 9.22 10.11 13.56
P 10.54 7.35 11.93
O 11.40 7.09 13.29
O 10.71 6.23 10.94
O 10.87 8.79 11.49
H 6.84 7.02 11.98
H 8.24 6.71 10.84
H 7.72 8.37 11.10
H 9.53 5.72 13.65
H 6.57 8.19 14.57
H 9.17 7.34 15.50
H 12.38 7.14 13.07
Cl 14.36 17.73 11.16
C 13.41 16.37 10.78
C 12.10 16.53 10.34
C 11.26 15.45 10.00
I 9.39 15.72 9.19
C 11.73 14.09 10.25
O 10.93 13.09 10.14
C 13.08 13.94 10.69
N 13.44 12.64 10.97
C 14.74 12.44 11.09
C 15.75 13.45 11.03
C 15.37 14.77 10.88
C 13.97 15.06 10.82
H 11.77 17.55 10.29
H 15.08 11.38 11.15
H 16.81 13.13 11.11
H 16.13 15.58 10.88
*
```

Calculated values
LUMO (alpha / beta)   2.039 / 2.039 eV
F_max   2.9 eV Å⁻¹
Orbital gap (alpha / beta)   6.25 / 6.26 eV

The Löwdin scheme yields these atomic charges, measured in e: number 1, Nd, carries 1.4876; number 2, S, carries 0.5442; number 3, C, carries -0.7663; number 4, C, carries -0.1373; number 5, C, carries -0.1062; number 6, C, carries -0.1303; number 7, C, carries -0.1115; number 8, C, carries -0.5605; number 9, S, carries 0.9193; number 10, C, carries -0.3914; number 11, C, carries -0.3096; number 12, C, carries -0.0122; number 13, C, carries -0.0579; number 14, C, carries -0.0118; number 15, C, carries -0.2909; number 16, C, carries -0.4019; number 17, S, carries 0.8914; number 18, C, carries -0.5532; number 19, C, carries -0.1261; number 20, C, carries -0.1311; number 21, C, carries -0.1098; number 22, C, carries -0.1263; number 23, C, carries -0.7716; number 24, S, carries 0.5415; number 25, N, carries 0.0566; number 26, H, carries 0.0888; number 27, H, carries 0.1006; number 28, H, carries 0.0990; number 29, H, carries 0.0969; number 30, H, carries 0.0955; number 31, H, carries 0.0764; number 32, H, carries 0.1065; number 33, H, carries 0.1061; number 34, H, carries 0.1190; number 35, H, carries -0.0324; number 36, H, carries 0.0768; number 37, H, carries 0.1039; number 38, H, carries 0.0958; number 39, H, carries 0.0983; number 40, H, carries 0.0936; number 41, C, carries -0.0802; number 42, C, carries -0.5709; number 43, O, carries -0.0997; number 44, P, carries 0.5324; number 45, O, carries -0.1140; number 46, O, carries -0.1049; number 47, O, carries -0.3927; number 48, P, carries 0.3856; number 49, O, carries -0.2083; number 50, O, carries -0.2945; number 51, O, carries -0.6418; number 52, H, carries 0.0925; number 53, H, carries 0.0767; number 54, H, carries 0.0850; number 55, H, carries 0.1196; number 56, H, carries 0.1054; number 57, H, carries 0.0576; number 58, H, carries 0.0641; number 59, Cl, carries 0.6739; number 60, C, carries -0.6799; number 61, C, carries -0.1859; number 62, C, carries -0.6424; number 63, I, carries 0.9914; number 64, C, carries -0.4369; number 65, O, carries -0.2516; number 66, C, carries -0.1687; number 67, N, carries 0.0636; number 68, C, carries -0.1446; number 69, C, carries -0.0470; number 70, C, carries -0.0311; number 71, C, carries -0.1760; number 72, H, carries 0.0788; number 73, H, carries 0.0726; number 74, H, carries 0.1107; number 75, H, carries 0.1017

Record 2
Entry from OMol25: C8H21GaNO2P2 as an isolated structure (ωB97M-V/def2-TZVPD).

ORCA input file:
```
! RIJCOSX wB97M-V def2-TZVPD def2/J DEFGRID3
* xyz 1 1
Ga 0.00 0.00 0.07
H -0.75 -0.48 1.19
H -0.76 0.41 1.20
P -0.10 -2.31 -0.35
P -0.10 2.32 -0.33
C 1.41 3.30 0.06
H 1.29 4.37 -0.21
H 1.63 3.21 1.14
H 2.26 2.88 -0.50
C -0.40 2.74 -2.10
H -1.35 2.27 -2.41
H -0.46 3.83 -2.25
H 0.41 2.32 -2.71
C -1.43 3.28 0.53
H -1.27 3.21 1.62
H -1.43 4.34 0.22
H -2.40 2.82 0.29
C -0.23 -2.73 -2.14
H -0.30 -3.82 -2.30
H -1.12 -2.23 -2.55
H 0.66 -2.34 -2.65
C 1.34 -3.34 0.20
H 1.44 -3.26 1.29
H 1.21 -4.40 -0.08
H 2.25 -2.94 -0.27
C -1.53 -3.24 0.37
H -2.46 -2.75 0.03
H -1.53 -4.30 0.05
H -1.49 -3.18 1.47
C 1.70 0.00 0.96
O 2.76 0.00 1.47
H 0.74 0.02 -1.42
O 0.00 0.00 4.66
C 0.00 0.00 3.39
N 0.00 0.00 2.07
*
```

Calculated values
LUMO   -3.605 eV
F_max   16.4 eV Å⁻¹
Orbital gap   7.25 eV
ΔE to the lowest compared entry with this formula, charge and spin   495.5 kJ/mol

The Löwdin scheme yields these atomic charges, measured in e: number 1, Ga, carries -0.1596; number 2, H, carries 0.0019; number 3, H, carries -0.0133; number 4, P, carries 0.7815; number 5, P, carries 0.7815; number 6, C, carries -0.2315; number 7, H, carries 0.0645; number 8, H, carries 0.0538; number 9, H, carries 0.0568; number 10, C, carries -0.2432; number 11, H, carries 0.0551; number 12, H, carries 0.0638; number 13, H, carries 0.0484; number 14, C, carries -0.2398; number 15, H, carries 0.0514; number 16, H, carries 0.0612; number 17, H, carries 0.0542; number 18, C, carries -0.2455; number 19, H, carries 0.0632; number 20, H, carries 0.0548; number 21, H, carries 0.0492; number 22, C, carries -0.2326; number 23, H, carries 0.0540; number 24, H, carries 0.0637; number 25, H, carries 0.0557; number 26, C, carries -0.2389; number 27, H, carries 0.0543; number 28, H, carries 0.0617; number 29, H, carries 0.0522; number 30, C, carries -0.0766; number 31, O, carries 0.2052; number 32, H, carries 0.0015; number 33, O, carries 0.1138; number 34, C, carries -0.0929; number 35, N, carries -0.1296

Record 3
Entry from OMol25: C9H19InNO as an isolated structure (ωB97M-V/def2-TZVPD).

ORCA input file:
```
! RIJCOSX wB97M-V def2-TZVPD def2/J DEFGRID3
* xyz 3 1
In 1.39 -1.63 -4.01
C -2.09 0.60 -0.22
C -0.64 0.93 -0.65
C 0.03 1.93 0.30
C 0.44 1.35 1.67
C 1.30 0.09 1.37
C 0.71 -0.98 0.47
N 0.16 -0.31 -0.72
O -0.47 -1.22 -1.58
C 1.82 -1.96 0.06
C -0.40 -1.74 1.25
C -0.75 1.65 -2.05
H -2.73 1.49 -0.24
H -2.10 0.34 0.84
H -2.58 -0.17 -0.81
H 0.95 2.36 -0.11
H -0.63 2.80 0.42
H -0.36 1.09 2.37
H 1.10 2.08 2.12
H 1.59 -0.34 2.34
H 2.27 0.49 1.05
H 1.43 -2.88 -0.38
H 2.52 -1.55 -0.67
H 2.49 -2.28 0.86
H 0.18 -2.29 1.99
H -1.13 -1.18 1.83
H -0.97 -2.46 0.65
H -0.98 0.87 -2.78
H 0.12 2.23 -2.34
H -1.60 2.32 -2.09
H -1.09 -1.66 -0.95
*
```

Calculated values
LUMO   -17.137 eV
F_max   5.4 eV Å⁻¹
Orbital gap   5.54 eV
ΔE to the lowest compared entry with this formula, charge and spin   68.2 kJ/mol

The Löwdin scheme yields these atomic charges, measured in e: number 1, In, carries 1.1192; number 2, C, carries 0.0905; number 3, C, carries -0.3643; number 4, C, carries -0.0798; number 5, C, carries -0.0805; number 6, C, carries -0.0961; number 7, C, carries -0.4254; number 8, N, carries 0.1715; number 9, O, carries -0.0665; number 10, C, carries 0.0234; number 11, C, carries 0.0872; number 12, C, carries 0.0822; number 13, H, carries 0.1438; number 14, H, carries 0.1134; number 15, H, carries 0.1261; number 16, H, carries 0.1604; number 17, H, carries 0.1668; number 18, H, carries 0.1440; number 19, H, carries 0.1466; number 20, H, carries 0.1635; number 21, H, carries 0.1638; number 22, H, carries 0.1109; number 23, H, carries 0.0967; number 24, H, carries 0.1351; number 25, H, carries 0.1483; number 26, H, carries 0.1102; number 27, H, carries 0.1207; number 28, H, carries 0.0965; number 29, H, carries 0.1214; number 30, H, carries 0.1305; number 31, H, carries 0.1399

Record 4
Entry from OMol25: a 2-piece molecular cluster, CH2N2O3 overall (ωB97M-V/def2-TZVPD).

ORCA input file:
```
! RIJCOSX wB97M-V def2-TZVPD def2/J DEFGRID3
* xyz 0 1
O -1.79 3.18 0.14
N -2.21 2.67 1.09
N -2.95 1.95 1.69
O -1.91 2.70 2.48
C 0.00 -0.60 0.93
O -0.31 0.49 0.50
H 0.39 -1.46 0.30
H -0.04 -0.98 2.01
*
```

Calculated values
LUMO   0.570 eV
F_max   2.9 eV Å⁻¹
Orbital gap   11.02 eV
Structure (SMILES)   [O-][N+]1=NO1.C=O
ΔE to the lowest compared entry with this formula, charge and spin   569.5 kJ/mol

The Löwdin scheme yields these atomic charges, measured in e: number 1, O, carries 0.1694; number 2, N, carries -0.4069; number 3, N, carries 0.2113; number 4, O, carries 0.0024; number 5, C, carries -0.1368; number 6, O, carries -0.0192; number 7, H, carries 0.0862; number 8, H, carries 0.0935

Record 5
Entry from OMol25: an isolated ion of composition C7H11N2O3 and charge -1 (ωB97M-V/def2-TZVPD).

ORCA input file:
```
! RIJCOSX wB97M-V def2-TZVPD def2/J DEFGRID3
* xyz -1 1
C 2.28 1.96 -0.09
C 1.27 1.06 0.02
C -0.05 1.24 0.53
C 1.68 -0.34 -0.47
C -3.11 1.13 -0.89
C 3.51 -1.18 0.96
C -2.46 0.54 0.35
N 3.74 0.25 -1.05
N 3.05 -0.60 -0.34
O 4.96 0.33 -0.78
O -0.46 1.97 1.41
O -1.04 0.35 -0.02
H 2.22 2.92 0.21
H 1.11 -1.16 -0.14
H 1.59 -0.23 -1.56
H -2.49 2.02 -1.18
H -3.06 0.33 -1.53
H -4.15 1.42 -0.79
H 4.36 -1.81 0.77
H 3.71 -0.18 1.61
H 2.59 -1.72 1.42
H -2.93 -0.48 0.62
H -2.46 1.35 1.23
*
```

Calculated values
LUMO   3.438 eV
F_max   4.0 eV Å⁻¹
Orbital gap   6.00 eV
ΔE to the lowest compared entry with this formula, charge and spin   728.9 kJ/mol

The Löwdin scheme yields these atomic charges, measured in e: number 1, C, carries 0.0876; number 2, C, carries -0.2857; number 3, C, carries -0.4349; number 4, C, carries -0.2199; number 5, C, carries -0.0989; number 6, C, carries -0.0435; number 7, C, carries -0.2332; number 8, N, carries -0.1378; number 9, N, carries -0.2717; number 10, O, carries -0.1739; number 11, O, carries 0.0352; number 12, O, carries -0.1036; number 13, H, carries -0.0548; number 14, H, carries 0.0902; number 15, H, carries 0.1170; number 16, H, carries 0.1023; number 17, H, carries 0.0280; number 18, H, carries 0.0639; number 19, H, carries 0.0486; number 20, H, carries 0.1238; number 21, H, carries 0.0984; number 22, H, carries 0.1250; number 23, H, carries 0.1381

Record 6
Entry from OMol25: a 3-piece molecular cluster, C3H11O2S overall (ωB97M-V/def2-TZVPD).

ORCA input file:
```
! RIJCOSX wB97M-V def2-TZVPD def2/J DEFGRID3
* xyz -1 1
C 0.68 -1.09 -0.58
C 0.39 0.38 -0.26
C 1.15 0.92 0.95
S 0.10 2.17 1.88
H 1.00 -1.29 -1.59
H -0.19 -1.67 -0.33
H 1.49 -1.52 0.01
H 0.57 1.09 -1.08
H -0.67 0.48 -0.12
H 1.97 1.57 0.70
H 1.40 0.13 1.65
H -0.92 -0.70 -2.61
H -1.25 0.71 -2.21
O -1.39 0.08 -2.93
H -2.20 -0.47 1.97
H -0.80 0.01 2.32
O -1.33 -0.81 2.22
*
```

Calculated values
LUMO   3.757 eV
F_max   2.1 eV Å⁻¹
Orbital gap   6.57 eV
ΔE to the lowest compared entry with this formula, charge and spin   68.8 kJ/mol

The Löwdin scheme yields these atomic charges, measured in e: number 1, C, carries -0.1309; number 2, C, carries -0.3942; number 3, C, carries -0.7082; number 4, S, carries 0.1178; number 5, H, carries 0.0479; number 6, H, carries 0.0569; number 7, H, carries 0.0641; number 8, H, carries 0.0925; number 9, H, carries 0.0399; number 10, H, carries 0.0082; number 11, H, carries 0.0334; number 12, H, carries 0.0132; number 13, H, carries 0.0161; number 14, O, carries -0.0711; number 15, H, carries 0.0209; number 16, H, carries -0.0807; number 17, O, carries -0.1262

Record 7
Entry from OMol25: an isolated molecule of C2H7NS (ωB97M-V/def2-TZVPD).

ORCA input file:
```
! RIJCOSX wB97M-V def2-TZVPD def2/J DEFGRID3
* xyz 0 1
N 1.07 1.30 -0.17
C 0.36 0.11 -0.73
C -0.15 -0.82 0.44
S -1.74 -0.29 1.19
H 0.49 1.78 0.49
H 1.34 2.07 -0.81
H 1.13 -0.45 -1.26
H -0.43 0.35 -1.44
H 0.59 -0.85 1.27
H -0.31 -1.75 -0.02
H -2.36 -1.45 1.05
*
```

Calculated values
LUMO   0.964 eV
F_max   2.5 eV Å⁻¹
Orbital gap   10.08 eV
Structure (SMILES)   NCCS
ΔE to the lowest compared entry with this formula, charge and spin   28.5 kJ/mol

The Löwdin scheme yields these atomic charges, measured in e: number 1, N, carries -0.0296; number 2, C, carries -0.3194; number 3, C, carries -0.5301; number 4, S, carries 0.6599; number 5, H, carries 0.0313; number 6, H, carries 0.0723; number 7, H, carries 0.0929; number 8, H, carries 0.0900; number 9, H, carries 0.0702; number 10, H, carries 0.0351; number 11, H, carries -0.1726